No. 1
104
Properties=species:S:1:pos:R:3 method="wB97M-V/def2-TZVPD" de_lowest_kj_mol=0.0 homo_lumo_gap_ev=6.72 multiplicity=1 total_charge=-1
C 0.439 2.118 4.055
C -0.274 3.365 3.361
C -0.390 4.670 4.229
C -1.103 5.953 3.691
C -1.679 5.853 2.238
C -1.557 4.551 1.374
C -0.845 3.260 1.928
C -0.814 1.972 0.988
C 0.650 1.378 0.695
C 0.891 1.167 -0.885
C 1.407 2.496 -1.651
C 2.995 2.677 -1.663
C 4.041 1.538 -1.668
C 5.597 1.762 -1.653
C 6.115 3.223 -1.646
C 5.080 4.374 -1.682
C 3.552 4.139 -1.688
O 1.810 1.983 1.290
B 2.664 0.790 1.578
O 1.823 -0.403 1.953
C 0.560 -0.163 1.281
S -0.141 -1.501 0.187
H 1.572 2.171 3.881
H -0.025 1.114 3.784
H 0.292 2.250 5.197
H 0.043 4.723 5.289
H -1.228 6.908 4.323
H -2.233 6.766 1.818
H -2.047 4.593 0.347
H -1.237 2.315 -0.036
H -1.568 1.216 1.395
H -0.142 0.922 -1.348
H 1.618 0.331 -1.149
H 0.884 3.455 -1.295
H 1.075 2.362 -2.754
H 3.700 0.455 -1.639
H 6.297 0.862 -1.646
H 7.242 3.448 -1.611
H 5.442 5.456 -1.705
H 2.825 5.013 -1.711
H 3.291 0.335 0.652
H 3.428 0.850 2.487
H -0.167 -0.200 2.187
H -1.419 -1.015 -0.149
C -5.614 -3.904 -0.550
C -4.913 -3.831 -1.750
C -3.521 -3.794 -1.742
C -2.831 -3.841 -0.534
C -3.532 -3.917 0.665
C -4.924 -3.945 0.658
H -6.699 -3.929 -0.556
H -5.452 -3.801 -2.692
H -2.974 -3.730 -2.677
H -1.746 -3.817 -0.529
H -2.994 -3.955 1.606
H -5.470 -3.999 1.593
C 0.053 -5.998 2.805
C 1.196 -6.725 2.485
C 2.357 -6.062 2.098
C 2.378 -4.671 2.041
C 1.237 -3.944 2.364
C 0.073 -4.607 2.742
H -0.853 -6.515 3.103
H 1.182 -7.809 2.536
H 3.247 -6.629 1.842
H 3.284 -4.153 1.744
H 1.254 -2.860 2.321
H -0.818 -4.040 2.988
C -4.264 7.784 -1.428
C -5.612 7.869 -1.764
C -6.337 6.712 -2.032
C -5.716 5.468 -1.955
C -4.369 5.384 -1.616
C -3.642 6.542 -1.357
H -3.698 8.687 -1.223
H -6.098 8.838 -1.817
H -7.386 6.778 -2.300
H -6.282 4.566 -2.159
H -3.885 4.414 -1.555
H -2.590 6.476 -1.098
C -4.862 -0.376 -5.967
C -4.492 0.940 -5.710
C -3.990 1.291 -4.460
C -3.850 0.322 -3.470
C -4.216 -0.995 -3.729
C -4.726 -1.344 -4.976
H -5.256 -0.649 -6.941
H -4.595 1.694 -6.484
H -3.708 2.319 -4.257
H -3.454 0.595 -2.497
H -4.105 -1.750 -2.958
H -5.017 -2.370 -5.175
C 6.318 -7.184 2.193
C 7.462 -7.910 1.874
C 8.622 -7.248 1.487
C 8.643 -5.857 1.430
C 7.501 -5.131 1.753
C 6.337 -5.794 2.131
H 5.412 -7.702 2.492
H 7.447 -8.994 1.925
H 9.511 -7.814 1.231
H 9.549 -5.340 1.133
H 7.517 -4.047 1.710
H 5.445 -5.227 2.377

---

No. 2
113
Properties=species:S:1:pos:R:3 method="wB97M-V/def2-TZVPD" homo_lumo_gap_ev="5.24 / 5.05" multiplicity=2
Ba -0.104 -0.079 0.893
O 2.334 -0.512 -3.989
C 3.449 0.122 -3.535
C 4.668 -0.044 -4.187
C 5.802 0.605 -3.744
C 5.739 1.429 -2.634
C 4.532 1.602 -1.988
C 3.371 0.963 -2.416
C 2.091 1.286 -1.686
O 1.180 0.185 -1.787
N 2.353 1.307 -0.194
N 2.086 2.338 0.398
C 1.627 3.475 -0.373
C 0.344 4.078 0.092
C 0.209 5.447 0.250
C -1.039 6.010 0.453
C -2.161 5.190 0.453
C -2.049 3.822 0.309
C -0.784 3.224 0.177
O -0.601 1.942 0.136
H 2.550 -1.024 -4.775
H 4.713 -0.692 -5.053
H 6.737 0.463 -4.267
H 6.623 1.931 -2.270
H 4.490 2.249 -1.123
H 2.434 4.212 -0.293
H 1.086 6.079 0.190
H -1.139 7.078 0.579
H -3.142 5.629 0.576
H -2.921 3.182 0.325
C -1.403 1.877 -4.009
S 0.167 0.993 -4.147
C 0.124 0.164 -2.588
S 1.449 2.913 -2.107
N -0.928 -0.527 -2.375
N -1.129 -1.047 -1.130
C -1.939 -2.031 -1.021
C -2.268 -2.587 0.300
C -3.084 -3.717 0.385
C -3.313 -4.279 1.631
C -2.733 -3.699 2.748
C -1.959 -2.558 2.580
N -1.732 -2.020 1.393
H -1.519 2.438 -4.932
H -1.365 2.564 -3.166
H -2.221 1.173 -3.898
H -2.366 -2.513 -1.899
H -3.501 -4.156 -0.510
H -3.923 -5.166 1.726
H -2.863 -4.120 3.733
H -1.491 -2.076 3.430
C 6.427 -2.103 0.597
C 5.780 -2.540 1.741
C 4.407 -2.713 1.744
C 3.643 -2.444 0.617
C 4.310 -2.000 -0.522
C 5.684 -1.838 -0.543
Ge 1.654 -2.609 0.526
C 1.278 -3.295 2.371
C 1.359 -2.354 3.395
C 0.985 -2.643 4.695
C 0.503 -3.907 5.003
C 0.424 -4.864 4.002
C 0.807 -4.556 2.708
C 1.483 -4.227 -0.632
C 2.488 -4.677 -1.477
C 2.285 -5.738 -2.344
C 1.063 -6.388 -2.381
C 0.050 -5.966 -1.532
C 0.267 -4.899 -0.678
H 7.501 -1.974 0.593
H 6.350 -2.757 2.636
H 3.925 -3.072 2.645
H 3.740 -1.783 -1.417
H 6.173 -1.497 -1.447
H 1.761 -1.363 3.179
H 1.073 -1.888 5.466
H 0.209 -4.150 6.015
H 0.070 -5.861 4.235
H 0.745 -5.322 1.943
H 3.461 -4.198 -1.457
H 3.093 -6.065 -2.988
H 0.905 -7.219 -3.055
H -0.907 -6.473 -1.532
H -0.531 -4.601 -0.010
C -2.453 5.874 4.406
C -3.026 4.562 4.921
C -1.994 3.431 4.953
C -1.565 2.973 3.561
Ge -0.306 1.439 3.604
C 1.624 1.864 3.831
C 1.902 2.932 4.892
C 1.721 4.360 4.382
C 2.731 4.762 3.316
H -3.207 6.660 4.404
H -2.077 5.774 3.390
H -1.627 6.206 5.035
H -3.871 4.256 4.297
H -3.424 4.712 5.929
H -2.398 2.579 5.508
H -1.119 3.773 5.515
H -1.088 3.785 3.011
H -2.444 2.692 2.977
H -0.722 0.551 4.822
H 2.049 2.167 2.877
H 2.108 0.922 4.105
H 2.933 2.819 5.246
H 1.266 2.769 5.768
H 1.803 5.046 5.231
H 0.711 4.487 3.984
H 3.753 4.620 3.672
H 2.611 5.810 3.045
H 2.608 4.170 2.410

---

No. 3
119
Properties=species:S:1:pos:R:3 method="wB97M-V/def2-TZVPD" de_lowest_kj_mol=65.8 homo_lumo_gap_ev=5.20 multiplicity=1 total_charge=-2
Zr -1.578 0.411 0.170
C 3.562 -1.596 -4.445
C 2.037 -1.467 -4.381
C 1.583 -0.169 -3.780
C 1.366 0.988 -4.425
C 1.551 1.266 -5.882
C 0.291 1.873 -6.502
C 0.926 2.089 -3.552
N 0.748 1.336 -2.183
C 1.268 -0.037 -2.357
C 1.593 -0.948 -1.426
C 1.286 -1.246 -0.039
C 2.014 -2.154 0.727
C 3.357 -2.718 0.381
C 4.508 -1.768 0.728
C 1.285 -2.361 1.925
C 0.151 -1.578 1.813
C -1.032 -1.488 2.740
C -1.181 -0.052 3.166
N -0.855 0.841 2.269
C -0.749 2.064 2.911
C -0.066 3.051 2.264
C 0.492 2.911 0.960
N 0.098 1.959 0.038
C 0.991 2.044 -0.959
C -0.416 1.843 -3.050
C 1.969 3.011 -0.746
C 1.628 3.586 0.486
C 2.311 4.737 1.160
C 1.575 6.060 0.918
C 3.147 3.333 -1.613
C 2.967 4.601 -2.450
C -1.191 1.900 4.271
C -1.473 0.563 4.430
C -1.974 -0.150 5.648
C -0.847 -0.591 6.586
C -1.327 3.000 5.272
C -2.474 3.950 4.913
N 0.148 -0.893 0.638
C 1.633 -3.263 3.070
C 2.327 -2.530 4.222
H 3.866 -2.558 -4.864
H 4.000 -1.504 -3.449
H 3.984 -0.801 -5.064
H 1.630 -2.292 -3.791
H 1.613 -1.568 -5.383
H 1.834 0.355 -6.413
H 2.378 1.977 -5.985
H -0.535 1.159 -6.470
H 0.459 2.156 -7.543
H -0.011 2.764 -5.947
H 2.200 -1.736 -1.863
H 3.406 -2.948 -0.688
H 3.502 -3.668 0.906
H 4.399 -0.831 0.178
H 5.482 -2.204 0.485
H 4.495 -1.525 1.793
H -0.861 -2.118 3.617
H 0.179 3.953 2.814
H -1.080 1.048 -3.380
H 3.337 4.815 0.789
H 2.380 4.558 2.236
H 1.500 6.268 -0.149
H 2.088 6.897 1.401
H 0.557 6.007 1.307
H 3.338 2.486 -2.274
H 4.031 3.445 -0.974
H 2.085 4.491 -3.080
H 3.838 4.774 -3.088
H 2.839 5.475 -1.808
H -2.550 -1.022 5.329
H -2.668 0.502 6.185
H -0.143 -1.240 6.061
H -1.237 -1.140 7.446
H -0.287 0.272 6.952
H -0.388 3.560 5.331
H -1.500 2.571 6.262
H -2.302 4.419 3.943
H -2.588 4.730 5.669
H -3.412 3.401 4.830
H 2.280 -4.072 2.718
H 0.726 -3.744 3.450
H 3.273 -2.098 3.886
H 2.535 -3.197 5.064
H 1.705 -1.706 4.578
Se -2.998 2.602 1.194
Se -5.182 3.172 0.704
Te -5.635 2.179 -1.629
Se -3.777 0.523 -1.601
I -1.552 3.512 -2.358
N -7.095 -0.219 3.702
C -6.073 -0.567 3.289
C -4.827 -1.078 2.839
C -4.330 -2.330 3.376
C -3.172 -2.817 2.935
C -2.303 -2.038 1.987
N -2.980 -0.924 1.289
C -4.142 -0.497 1.793
H -4.940 -2.876 4.087
H -2.801 -3.784 3.255
H -1.902 -2.713 1.229
H -4.595 0.350 1.291
F -1.144 -6.992 -2.958
C -1.135 -5.814 -3.607
C -1.739 -4.740 -3.089
N -1.783 -3.531 -3.739
C -2.342 -2.360 -3.060
C -1.566 -2.021 -1.784
O -1.192 -2.926 -1.062
O -1.428 -0.750 -1.594
C -1.205 -3.368 -4.982
O -1.231 -2.341 -5.626
N -0.581 -4.507 -5.471
C -0.459 -5.762 -4.884
O 0.144 -6.663 -5.434
H -2.212 -4.772 -2.120
H -3.380 -2.547 -2.779
H -2.321 -1.526 -3.752
H -0.149 -4.395 -6.375

---

No. 4
111
Properties=species:S:1:pos:R:3 method="wB97M-V/def2-TZVPD" de_lowest_kj_mol=437.8 homo_lumo_gap_ev=8.01 multiplicity=1 total_charge=+1
In 0.571 -0.284 -0.363
C -1.377 0.635 2.690
N -1.248 -0.255 1.510
C -2.322 0.257 0.622
C -1.903 1.600 0.098
C -2.754 2.686 0.018
C -2.283 3.866 -0.535
C -0.973 3.929 -0.981
C -0.178 2.808 -0.851
N -0.634 1.675 -0.316
C -1.396 -1.667 1.846
C -1.488 -2.561 0.628
C -1.974 -3.854 0.731
C -2.067 -4.624 -0.414
C -1.698 -4.075 -1.633
C -1.212 -2.783 -1.651
N -1.094 -2.052 -0.538
C 0.883 1.353 3.872
C 1.410 2.062 4.878
C 2.607 2.869 4.737
C 3.186 3.054 3.543
C 2.640 2.412 2.341
N 1.259 2.611 1.835
H -2.390 0.456 3.078
H -1.385 1.640 2.278
H -3.289 0.314 1.133
H -2.427 -0.387 -0.247
H -3.771 2.598 0.376
H -2.931 4.729 -0.612
H -0.570 4.829 -1.423
H 0.847 2.797 -1.198
H -2.273 -1.842 2.484
H -0.513 -1.964 2.420
H -2.279 -4.244 1.694
H -2.440 -5.639 -0.360
H -1.784 -4.636 -2.552
H -0.906 -2.299 -2.568
H 0.896 2.100 5.830
H 3.015 3.343 5.620
H 4.100 3.627 3.449
H 3.332 2.206 1.534
C 5.641 0.294 4.474
C 4.986 -0.994 4.894
C 5.635 -1.882 5.745
C 5.055 -3.084 6.126
C 3.786 -3.407 5.670
C 3.110 -2.526 4.841
C 3.710 -1.337 4.440
N 3.009 -0.428 3.609
C 2.419 -0.700 2.398
N 2.745 -1.920 1.924
C 2.679 -2.514 0.641
C 1.898 -2.020 -0.392
C 1.968 -2.708 -1.611
C 2.748 -3.837 -1.782
C 3.510 -4.302 -0.721
C 3.499 -3.651 0.498
C 4.367 -4.151 1.626
N 1.638 0.168 1.796
C 1.522 1.393 2.542
C 0.465 3.673 2.316
C -0.565 3.852 3.173
C -1.341 3.131 4.206
C -1.337 1.867 4.635
C -0.517 0.754 3.988
C -0.524 -0.507 4.852
H 6.690 0.300 4.764
H 5.163 1.160 4.941
H 5.584 0.436 3.393
H 6.623 -1.626 6.106
H 5.592 -3.762 6.775
H 3.315 -4.334 5.966
H 2.103 -2.753 4.512
H 3.112 0.548 3.844
H 3.391 -2.399 2.533
H 1.411 -2.337 -2.459
H 2.773 -4.344 -2.738
H 4.136 -5.178 -0.842
H 4.955 -5.005 1.296
H 3.785 -4.476 2.495
H 5.073 -3.387 1.968
H 0.770 4.579 1.801
H -0.903 4.881 3.112
H -2.025 3.793 4.726
H -1.999 1.591 5.449
H -1.538 -0.903 4.951
H -0.147 -0.282 5.850
H 0.115 -1.281 4.428
C 1.521 -1.214 -5.765
Si 0.367 0.205 -6.145
C 1.337 1.772 -6.406
C -0.564 -0.221 -7.711
C -0.957 0.409 -4.799
C -2.280 0.602 -5.184
C -3.321 0.551 -4.262
C -2.996 0.230 -2.961
N -1.740 0.085 -2.534
C -0.746 0.251 -3.412
S 0.909 0.261 -2.800
H 2.112 -1.437 -6.657
H 0.972 -2.121 -5.496
H 2.206 -0.973 -4.954
H 1.989 1.663 -7.276
H 1.960 2.005 -5.541
H 0.674 2.621 -6.588
H 0.130 -0.572 -8.477
H -1.088 0.645 -8.124
H -1.300 -1.010 -7.539
H -2.514 0.770 -6.229
H -4.348 0.717 -4.553
H -3.772 0.071 -2.216

---

Asked for largest force on an atom across the records above, the calculation gives 4.7 2.9 1.1 0.5 eV Å⁻¹ in order.
Asked for E_tot across the records above, the calculation gives -2433.5186 -7335.3701 -10516.4791 -3175.9801 Ha in order.